53
Properties=species:S:1:pos:R:3:nbo_charge:R:1 method="wB97M-V/def2-TZVPD" smiles="C=C(C)[C@@H]1CC=C(CN2CCN(Cc3ccccc3)CC2)CC1" de_lowest_kcal_mol=0.0 charge=0 energy_ev=-25243.36845
C 6.089 1.584 -0.393 -0.426
C 4.815 1.919 -0.276 0.054
C 4.380 3.354 -0.218 -0.639
C 3.695 0.914 -0.157 -0.259
C 3.423 0.598 1.320 -0.426
C 2.487 -0.559 1.484 -0.175
C 2.131 -1.392 0.514 -0.014
C 1.167 -2.528 0.778 -0.229
N -0.229 -2.285 0.450 -0.441
C -0.798 -1.120 1.094 -0.226
C -2.313 -1.141 0.920 -0.232
N -2.649 -1.150 -0.491 -0.442
C -4.083 -1.058 -0.700 -0.253
C -4.597 0.306 -0.324 0.063
C -3.902 1.437 -0.735 -0.239
C -4.365 2.700 -0.415 -0.205
C -5.533 2.848 0.316 -0.220
C -6.230 1.726 0.729 -0.210
C -5.762 0.462 0.413 -0.234
C -2.066 -2.319 -1.119 -0.219
C -0.549 -2.264 -0.960 -0.223
C 2.671 -1.238 -0.881 -0.431
C 3.949 -0.405 -0.887 -0.387
H 6.420 0.562 -0.435 0.194
H 6.864 2.331 -0.455 0.195
H 3.795 3.538 0.682 0.212
H 3.750 3.590 -1.075 0.214
H 5.236 4.024 -0.222 0.215
H 2.788 1.362 -0.580 0.201
H 3.005 1.474 1.825 0.212
H 4.369 0.364 1.820 0.215
H 2.109 -0.706 2.487 0.197
H 1.477 -3.416 0.219 0.196
H 1.194 -2.772 1.846 0.200
H -0.552 -1.152 2.158 0.202
H -0.401 -0.181 0.672 0.174
H -2.749 -0.249 1.376 0.211
H -2.719 -2.033 1.430 0.167
H -4.273 -1.221 -1.767 0.208
H -4.632 -1.837 -0.140 0.170
H -2.992 1.309 -1.300 0.225
H -3.817 3.573 -0.738 0.211
H -5.897 3.834 0.564 0.211
H -7.140 1.835 1.301 0.211
H -6.309 -0.411 0.741 0.206
H -2.324 -2.314 -2.182 0.198
H -2.442 -3.254 -0.668 0.168
H -0.096 -3.133 -1.443 0.201
H -0.188 -1.349 -1.460 0.166
H 2.863 -2.225 -1.310 0.210
H 1.922 -0.754 -1.516 0.208
H 4.737 -0.961 -0.377 0.199
H 4.271 -0.213 -1.912 0.214

***

58
Properties=species:S:1:pos:R:3:nbo_charge:R:1 method="wB97M-V/def2-TZVPD" smiles="COCC(=O)N1CCC(Oc2ccc(C(=O)N3C[C@@H](C)O[C@@H](C)C3)cc2)CC1" de_lowest_kcal_mol=38.4 charge=0 energy_ev=-35481.85007
C -0.742 0.405 6.141 -0.253
O 0.354 -0.335 6.624 -0.539
C 0.101 -1.721 6.681 -0.158
C -0.002 -2.399 5.309 0.646
O -1.001 -3.023 4.998 -0.628
N 1.066 -2.300 4.491 -0.435
C 2.248 -1.502 4.708 -0.218
C 2.183 -0.220 3.862 -0.414
C 1.364 -0.462 2.586 0.106
O 1.814 0.475 1.627 -0.493
C 1.045 0.780 0.548 0.311
C -0.207 0.244 0.261 -0.271
C -0.889 0.648 -0.874 -0.181
C -0.343 1.584 -1.742 -0.169
C -1.106 2.093 -2.921 0.668
O -1.363 3.277 -3.046 -0.620
N -1.540 1.161 -3.809 -0.432
C -1.014 -0.177 -3.943 -0.243
C -0.163 -0.269 -5.224 0.094
C 0.330 -1.688 -5.465 -0.618
O -0.920 0.127 -6.347 -0.535
C -1.402 1.455 -6.233 0.093
C -2.176 1.782 -7.500 -0.617
C -2.279 1.588 -4.981 -0.253
C 0.899 2.136 -1.440 -0.148
C 1.589 1.732 -0.319 -0.257
C 1.578 -1.908 2.121 -0.447
C 0.977 -2.865 3.155 -0.224
H -0.437 1.449 6.144 0.197
H -1.016 0.104 5.124 0.168
H -1.617 0.278 6.789 0.175
H 0.921 -2.165 7.252 0.204
H -0.844 -1.922 7.204 0.200
H 3.111 -2.109 4.413 0.193
H 2.349 -1.245 5.759 0.234
H 1.733 0.588 4.439 0.218
H 3.186 0.090 3.570 0.222
H 0.298 -0.302 2.797 0.177
H -0.671 -0.481 0.911 0.213
H -1.867 0.235 -1.077 0.218
H -0.405 -0.434 -3.077 0.230
H -1.852 -0.880 -4.022 0.196
H 0.698 0.417 -5.109 0.162
H 0.912 -1.721 -6.381 0.224
H 0.947 -2.018 -4.634 0.211
H -0.519 -2.357 -5.573 0.212
H -0.542 2.139 -6.126 0.168
H -2.537 2.806 -7.462 0.215
H -1.531 1.660 -8.365 0.222
H -3.020 1.106 -7.601 0.211
H -2.579 2.626 -4.830 0.251
H -3.165 0.953 -5.088 0.194
H 1.316 2.886 -2.095 0.226
H 2.554 2.147 -0.079 0.226
H 1.113 -2.071 1.149 0.228
H 2.650 -2.074 2.005 0.207
H 1.498 -3.829 3.129 0.199
H -0.082 -3.048 2.958 0.241

***

59
Properties=species:S:1:pos:R:3:nbo_charge:R:1 method="wB97M-V/def2-TZVPD" smiles="CC(C)C[C@@H](C(=O)N[C@H](C(=O)OC1CCCC1)c1ccccc1)[C@H](O)C(=O)NO" de_lowest_kcal_mol=24.9 charge=0 energy_ev=-37529.77053
C -0.885 -3.487 -0.262 -0.609
C 0.284 -3.627 0.711 -0.219
C 0.373 -5.065 1.218 -0.597
C 1.618 -3.234 0.067 -0.380
C 1.661 -1.778 -0.398 -0.337
C 1.334 -0.819 0.735 0.708
O 1.998 -0.798 1.762 -0.676
N 0.311 0.019 0.503 -0.597
C 0.030 1.132 1.386 -0.185
C -1.441 1.527 1.328 0.807
O -2.013 2.102 2.214 -0.582
O -1.982 1.202 0.158 -0.527
C -3.359 1.549 -0.056 0.084
C -4.288 0.443 0.480 -0.432
C -5.205 0.082 -0.689 -0.400
C -4.329 0.323 -1.915 -0.401
C -3.610 1.626 -1.568 -0.424
C 0.868 2.337 1.002 0.052
C 1.854 2.809 1.857 -0.223
C 2.653 3.874 1.477 -0.192
C 2.474 4.472 0.242 -0.207
C 1.492 4.002 -0.615 -0.215
C 0.692 2.938 -0.238 -0.234
C 3.083 -1.364 -0.844 0.043
O 4.044 -1.539 0.156 -0.736
C 3.011 0.097 -1.307 0.590
O 2.060 0.585 -1.904 -0.682
N 4.087 0.812 -0.991 -0.299
O 4.154 2.161 -1.331 -0.538
H -1.056 -2.447 -0.529 0.201
H -0.694 -4.055 -1.170 0.201
H -1.796 -3.870 0.193 0.211
H 0.107 -2.968 1.568 0.200
H -0.550 -5.353 1.716 0.208
H 0.543 -5.749 0.389 0.200
H 1.191 -5.172 1.926 0.211
H 1.817 -3.882 -0.789 0.206
H 2.416 -3.387 0.796 0.224
H 0.990 -1.618 -1.243 0.237
H -0.068 0.088 -0.430 0.428
H 0.278 0.824 2.407 0.256
H -3.535 2.505 0.445 0.213
H -3.675 -0.417 0.755 0.215
H -4.834 0.768 1.362 0.226
H -6.065 0.752 -0.712 0.198
H -5.568 -0.943 -0.624 0.215
H -3.606 -0.487 -2.020 0.199
H -4.903 0.399 -2.836 0.214
H -4.252 2.479 -1.786 0.212
H -2.674 1.749 -2.110 0.224
H 2.000 2.336 2.816 0.220
H 3.420 4.233 2.146 0.214
H 3.100 5.299 -0.056 0.216
H 1.349 4.464 -1.580 0.214
H -0.066 2.570 -0.914 0.219
H 3.396 -1.976 -1.701 0.205
H 3.609 -1.321 1.008 0.505
H 4.875 0.466 -0.465 0.421
H 3.284 2.337 -1.742 0.496

***

60
Properties=species:S:1:pos:R:3:nbo_charge:R:1 method="wB97M-V/def2-TZVPD" smiles="CCN(CCNC(=O)C1CCN(S(=O)(=O)c2c(C)noc2C)CC1)c1ccccc1" de_lowest_kcal_mol=83.7 charge=0 energy_ev=-47249.03528
C -5.588 -0.585 1.220 -0.616
C -4.142 -0.100 1.279 -0.224
N -3.681 0.437 0.009 -0.471
C -3.912 -0.377 -1.159 -0.209
C -3.255 -1.774 -1.107 -0.248
N -1.814 -1.729 -1.169 -0.620
C -1.034 -2.015 -0.104 0.690
O -1.504 -2.300 0.979 -0.645
C 0.477 -2.062 -0.363 -0.311
C 1.221 -1.793 0.951 -0.407
C 1.002 -0.339 1.370 -0.245
N 1.356 0.596 0.331 -0.688
S 2.781 1.404 0.438 2.375
O 2.946 1.828 1.795 -0.938
O 2.804 2.382 -0.611 -0.947
C 4.071 0.232 0.085 -0.527
C 4.772 -0.619 0.991 0.180
C 4.585 -0.727 2.456 -0.663
N 5.659 -1.319 0.339 -0.132
O 5.588 -0.967 -0.971 -0.269
C 4.644 -0.029 -1.132 0.393
C 4.405 0.538 -2.477 -0.687
C 0.783 0.349 -0.966 -0.250
C 1.014 -1.093 -1.421 -0.409
C -2.654 1.372 0.013 0.268
C -1.868 1.609 1.147 -0.328
C -0.876 2.574 1.143 -0.168
C -0.633 3.336 0.015 -0.259
C -1.414 3.127 -1.109 -0.194
C -2.410 2.170 -1.113 -0.297
H -5.691 -1.502 0.647 0.199
H -6.226 0.180 0.784 0.210
H -5.932 -0.783 2.232 0.220
H -4.099 0.719 2.000 0.207
H -3.492 -0.911 1.638 0.202
H -3.532 0.143 -2.038 0.204
H -4.988 -0.519 -1.297 0.202
H -3.628 -2.364 -1.950 0.198
H -3.511 -2.282 -0.176 0.233
H -1.401 -1.444 -2.040 0.395
H 0.682 -3.094 -0.682 0.236
H 0.831 -2.447 1.731 0.243
H 2.284 -2.001 0.812 0.204
H 1.598 -0.075 2.243 0.235
H -0.055 -0.197 1.611 0.226
H 3.837 -1.483 2.689 0.228
H 5.522 -1.020 2.922 0.241
H 4.246 0.231 2.844 0.257
H 3.849 1.465 -2.369 0.269
H 5.357 0.724 -2.969 0.243
H 3.839 -0.160 -3.095 0.232
H 1.238 1.067 -1.648 0.242
H -0.290 0.555 -0.908 0.225
H 0.563 -1.255 -2.401 0.201
H 2.087 -1.274 -1.526 0.214
H -2.016 1.025 2.042 0.220
H -0.276 2.719 2.029 0.220
H 0.154 4.071 0.010 0.224
H -1.254 3.723 -1.997 0.212
H -3.020 2.064 -1.998 0.206

***

84
Properties=species:S:1:pos:R:3:lowdin_charge:R:1 method="wB97M-V/def2-TZVPD" charge=0 energy_ev=-589284.13101
C 5.282 -1.092 0.238 -0.199
C 6.026 -0.032 0.940 -0.030
C 5.706 1.571 0.802 -0.398
O 5.263 2.241 1.856 -0.005
O 5.869 2.339 -0.428 -0.477
C 4.843 2.045 -1.437 -0.159
C 3.330 2.546 -1.029 -0.144
C 2.155 1.498 -1.536 -0.198
C 0.895 2.354 -2.109 -0.206
C -0.308 1.416 -2.748 -0.168
C -1.169 0.601 -1.664 -0.146
N -2.552 1.078 -1.373 -0.042
C -3.100 0.949 0.013 -0.105
C -2.441 0.398 1.390 -0.131
O -3.049 -0.942 1.613 -0.174
O -3.188 -1.412 0.362 -0.091
C -4.635 1.493 -0.001 -0.227
P -5.832 1.508 1.511 0.938
C -4.974 2.452 2.936 -0.298
O -7.270 2.403 1.167 -0.374
N -4.932 1.931 -1.420 -0.413
S -6.448 2.568 -2.060 0.773
C -3.657 1.652 -2.178 -0.147
C -3.604 1.946 -3.766 -0.102
C -3.381 3.513 -4.170 -0.620
O -2.633 3.787 -5.227 -0.079
Br -4.180 5.092 -3.227 0.477
H 4.116 -1.126 0.195 -0.073
H 5.888 -1.938 -0.295 0.074
H 6.908 -0.396 1.617 0.100
H 4.848 0.913 -1.716 0.109
H 5.181 2.614 -2.411 0.154
H 3.196 3.579 -1.571 0.121
H 3.242 2.778 0.119 0.126
H 2.660 0.826 -2.344 0.117
H 1.884 0.861 -0.581 0.109
H 0.370 3.021 -1.295 0.033
H 1.301 2.995 -3.001 0.139
H -0.890 2.099 -3.473 0.097
H 0.264 0.622 -3.408 0.129
H -1.252 -0.540 -1.949 0.140
H -0.569 0.632 -0.649 0.119
H -1.297 0.243 1.350 0.023
H -2.658 1.107 2.303 0.123
H -4.070 -1.865 0.279 0.108
H -3.982 2.900 2.500 0.026
H -5.633 3.307 3.366 0.061
H -4.682 1.674 3.764 0.067
H -7.105 3.351 1.451 0.061
H -7.373 1.501 -2.109 -0.049
H -4.605 1.615 -4.257 0.135
H -2.759 1.301 -4.249 0.134
F 6.499 4.388 0.115 -0.488
Cl 7.968 2.490 -0.059 0.414
C 1.638 -2.651 2.308 -1.476
Br 3.461 -2.182 1.829 0.747
Br 0.568 -1.079 2.684 0.684
Br 0.803 -3.794 0.973 0.549
H 1.690 -3.230 3.233 -0.007
Li -1.041 3.356 -0.043 0.127
K 0.518 -3.684 -1.529 0.689
C -5.986 -4.025 1.033 -0.980
O -6.081 -3.808 2.236 0.135
O -5.566 -3.211 0.190 0.135
O -6.293 -5.091 0.473 0.213
Ca -2.505 5.758 -0.523 0.725
C 6.714 0.578 5.026 -1.528
Cl 8.091 1.685 5.142 0.539
Cl 7.243 -1.016 4.460 0.483
Cl 5.893 0.441 6.589 0.517
H 6.007 0.983 4.300 0.002
Br 5.356 -5.255 -0.368 0.596
C 5.889 -6.226 1.238 -0.674
C 5.337 -5.570 2.481 -0.682
Br 6.354 -3.974 2.949 0.601
H 6.980 -6.285 1.227 0.059
H 5.473 -7.229 1.114 0.061
H 5.438 -6.234 3.344 0.064
H 4.293 -5.266 2.383 0.031
F -8.910 -1.659 -2.988 -0.277
Al -7.949 -3.170 -2.979 0.088
F -6.214 -2.774 -3.197 -0.280
F -8.491 -4.231 -4.315 -0.266
F -8.177 -4.013 -1.417 -0.239

***

60
Properties=species:S:1:pos:R:3:nbo_charge:R:1 method="wB97M-V/def2-TZVPD" de_lowest_kcal_mol=21.5 charge=-2 energy_ev=-178285.22663
Ni 0.600 1.567 -0.177 0.508
N 0.898 1.247 -2.491 -0.851
C 1.381 0.046 -2.970 0.199
C 0.875 -0.430 -4.188 -0.265
C 1.294 -1.626 -4.734 -0.214
C 2.232 -2.389 -4.050 -0.303
C 2.701 -1.935 -2.828 -0.126
C 2.309 -0.728 -2.236 -0.135
C 2.850 -0.346 -0.870 -0.045
C 3.995 -1.035 -0.427 -0.231
C 4.571 -0.801 0.808 -0.269
C 4.010 0.161 1.643 -0.235
C 2.882 0.844 1.215 -0.260
C 2.259 0.621 -0.027 -0.306
H 0.320 1.791 -3.114 0.389
H 1.543 1.817 -1.953 0.430
H 0.134 0.175 -4.700 0.197
H 0.888 -1.959 -5.681 0.194
H 2.582 -3.334 -4.447 0.192
H 3.380 -2.583 -2.293 0.187
H 4.471 -1.774 -1.057 0.182
H 5.451 -1.358 1.108 0.186
H 4.451 0.381 2.609 0.191
H 2.457 1.601 1.864 0.214
S -3.611 4.108 1.628 -0.923
As -1.656 5.059 1.568 0.583
S 1.448 3.619 -0.292 -0.443
S -0.581 3.482 -0.369 -0.361
S -1.792 6.794 0.329 -0.841
C -0.978 -2.017 2.595 -0.607
C -0.162 -1.262 1.546 -0.547
C 0.390 -2.230 0.496 -0.612
P -0.912 0.217 0.715 1.016
C -2.083 -0.445 -0.559 -0.541
C -3.018 -1.601 -0.186 -0.610
C -2.876 0.724 -1.155 -0.621
C -1.891 1.130 1.945 -0.634
C -3.185 0.558 2.515 -0.613
C -0.962 1.626 3.054 -0.616
H -0.395 -2.872 2.958 0.191
H -1.917 -2.402 2.200 0.199
H -1.210 -1.390 3.455 0.209
H 0.698 -0.814 2.056 0.239
H -0.413 -2.808 0.031 0.188
H 1.086 -2.937 0.959 0.199
H 0.927 -1.711 -0.291 0.245
H -1.400 -0.809 -1.335 0.225
H -3.635 -1.374 0.681 0.208
H -2.478 -2.523 0.020 0.196
H -3.694 -1.802 -1.026 0.195
H -3.631 1.097 -0.458 0.220
H -3.383 0.395 -2.068 0.189
H -2.235 1.571 -1.403 0.249
H -2.190 2.029 1.395 0.324
H -3.046 -0.344 3.114 0.181
H -3.918 0.348 1.736 0.200
H -3.621 1.339 3.145 0.237
H -0.708 0.826 3.761 0.175
H -1.469 2.430 3.592 0.234
H -0.033 2.035 2.649 0.234

***

66
Properties=species:S:1:pos:R:3:nbo_charge:R:1 method="wB97M-V/def2-TZVPD" charge=0 energy_ev=-47566.26633
Ba -1.818 0.600 -1.627 1.856
C 0.781 0.609 -4.054 -0.429
N 1.613 1.098 -2.969 -0.434
C 2.139 2.439 -3.155 -0.415
C 1.761 0.406 -1.809 0.669
N 0.793 -0.358 -1.375 -0.708
C 1.082 -1.585 -0.757 0.161
C 2.052 -2.352 -1.374 -0.266
C 2.399 -3.641 -0.956 -0.202
C 1.726 -4.191 0.088 -0.201
C 0.706 -3.466 0.750 -0.068
C 0.043 -4.144 1.801 -0.154
C -0.961 -3.540 2.489 -0.217
C -1.296 -2.221 2.170 -0.261
C -0.658 -1.493 1.185 0.159
N -1.110 -0.176 1.000 -0.691
C -1.368 0.596 2.018 0.666
N -0.693 0.569 3.211 -0.444
C -1.364 0.821 4.471 -0.408
C 0.618 -0.024 3.342 -0.407
N -2.380 1.512 1.946 -0.444
C -3.548 1.299 1.117 -0.420
C -2.205 2.881 2.401 -0.416
C 0.360 -2.127 0.376 -0.054
N 2.938 0.586 -1.132 -0.450
C 4.213 0.660 -1.813 -0.406
C 2.993 0.394 0.299 -0.407
H 1.377 0.544 -4.968 0.201
H -0.055 1.287 -4.236 0.229
H 0.410 -0.386 -3.813 0.226
H 1.313 3.114 -3.388 0.225
H 2.857 2.472 -3.979 0.192
H 2.629 2.779 -2.248 0.216
H 2.537 -1.941 -2.252 0.201
H 3.169 -4.189 -1.481 0.215
H 1.940 -5.195 0.428 0.209
H 0.344 -5.160 2.022 0.201
H -1.497 -4.059 3.272 0.215
H -2.101 -1.739 2.712 0.205
H -2.410 1.053 4.298 0.223
H -0.901 1.651 5.011 0.196
H -1.303 -0.073 5.100 0.198
H 1.088 -0.108 2.368 0.223
H 0.568 -1.025 3.780 0.204
H 1.234 0.613 3.981 0.198
H -3.658 0.244 0.866 0.231
H -3.551 1.909 0.205 0.194
H -4.429 1.617 1.681 0.210
H -1.264 2.978 2.935 0.213
H -3.020 3.174 3.069 0.189
H -2.185 3.549 1.537 0.234
H 4.066 0.594 -2.888 0.218
H 4.845 -0.176 -1.500 0.202
H 4.738 1.593 -1.587 0.196
H 2.008 0.596 0.712 0.218
H 3.705 1.105 0.723 0.202
H 3.294 -0.622 0.574 0.203
F -3.307 -1.686 -1.417 -0.575
B -3.926 -1.106 -2.552 1.309
F -4.470 0.147 -2.169 -0.578
F -4.892 -1.936 -3.039 -0.534
F -2.945 -0.864 -3.561 -0.583
O -1.507 3.122 -0.808 -0.830
C -1.255 3.535 -1.964 0.635
O -1.314 2.843 -3.000 -0.814
H -0.946 4.596 -2.069 0.073

***

| no. | HOMO level (eV) |
| --- | --- |
| 1 | -8.37 |
| 2 | -8.66 |
| 3 | -9.18 |
| 4 | -7.67 |
| 5 | -4.66 |
| 6 | -0.73 |
| 7 | -7.46 |